ORCA calculation (ωB97M-V with the def2-TZVPD basis set) on a single C25H24ClNO6 molecule.

* orbital gap: 8.58 eV
* largest force on an atom: 0.01959 hartree/bohr
* ΔE to the lowest compared entry with this formula, charge and spin: 0.0000 eV
* LUMO level: 0.3 eV
* HOMO: -8.3 eV
* energy: -1933.5405 a.u.

Geometry (Å):
C (-1.0951, -0.0057, -3.9533)
C (-0.8160, 0.8426, -2.7522)
C (-1.7988, 1.0757, -1.7905)
C (-1.5127, 1.8496, -0.6657)
C (-0.2598, 2.3911, -0.4956)
C (0.7536, 2.1837, -1.4347)
C (0.4511, 1.3943, -2.5560)
O (1.3792, 1.1262, -3.5036)
C (2.6630, 1.5726, -3.4118)
O (3.4321, 1.2649, -4.2924)
C (3.0114, 2.3971, -2.2608)
C (2.0912, 2.7154, -1.3187)
C (2.4352, 3.5954, -0.1504)
C (3.7656, 4.3206, -0.3337)
C (4.8273, 3.3484, -0.8320)
C (4.4373, 2.8590, -2.2199)
H (5.0766, 2.0373, -2.5493)
H (4.5632, 3.6636, -2.9512)
H (5.8035, 3.8335, -0.8689)
H (4.8958, 2.5011, -0.1466)
H (4.0681, 4.7708, 0.6135)
H (3.6455, 5.1231, -1.0641)
H (1.6390, 4.3283, -0.0037)
H (2.4761, 2.9710, 0.7481)
H (-0.0635, 2.9748, 0.3890)
H (-2.2616, 2.0255, 0.0899)
O (-3.0126, 0.4835, -2.0261)
C (-4.0145, 0.5895, -1.0438)
C (-3.6291, -0.0640, 0.2881)
O (-4.1026, 0.2821, 1.3475)
N (-2.7446, -1.0727, 0.1476)
H (-2.3289, -1.2341, -0.7610)
C (-2.0495, -1.6568, 1.2656)
C (-0.5557, -1.4326, 1.0781)
O (-0.0310, -1.2901, 0.0059)
O (0.1047, -1.4280, 2.2306)
H (1.0595, -1.3228, 2.0862)
H (-2.3883, -1.1590, 2.1794)
C (-2.3297, -3.1742, 1.3575)
C (-1.6448, -3.7836, 2.5461)
C (-0.4784, -4.5222, 2.3965)
C (0.1680, -5.0601, 3.4947)
C (-0.3579, -4.8532, 4.7592)
C (-1.5206, -4.1187, 4.9307)
C (-2.1559, -3.5886, 3.8238)
H (-3.0631, -3.0179, 3.9545)
H (-1.9216, -3.9660, 5.9202)
Cl (0.4441, -5.5199, 6.1373)
H (1.0722, -5.6355, 3.3725)
H (-0.0680, -4.6829, 1.4099)
H (-1.9885, -3.6478, 0.4349)
H (-3.4106, -3.3018, 1.4368)
H (-4.3039, 1.6305, -0.8565)
H (-4.8800, 0.0618, -1.4561)
H (-0.8340, -1.0423, -3.7423)
H (-2.1496, 0.0408, -4.2095)
H (-0.4923, 0.3265, -4.7937)